Record 1
C22H43ClO5 | the ωB97M-V functional and the def2-TZVPD basis

The geometry in ORCA input format:
```
! RIJCOSX wB97M-V def2-TZVPD def2/J DEFGRID3
* xyz 0 1
H 1.250 2.660 4.878
C 1.036 1.753 4.134
H -2.818 -2.184 -5.921
H 2.148 -3.172 -0.422
O -1.264 6.086 1.944
H 4.367 1.882 -2.079
H -3.277 -4.399 -4.007
H -2.386 -0.907 -2.383
H 3.096 2.263 0.559
C -1.382 -1.473 -2.691
H 4.415 3.449 -0.996
H -2.121 6.410 1.628
H -0.133 -5.504 3.417
H 1.836 1.797 3.270
H -4.017 -2.207 -4.447
H -2.661 1.596 1.312
H 0.715 -5.454 1.122
C -0.454 2.064 3.484
H -3.279 0.006 2.143
C -0.420 -0.238 1.948
C -2.936 -1.857 -4.795
H 1.068 0.771 4.772
C 0.639 -1.363 -0.803
Cl 1.294 2.951 -3.295
H 2.661 4.670 -2.162
H 1.659 2.899 -0.480
O 1.469 -1.414 -2.026
H -1.617 0.836 -0.445
H -0.492 -3.219 -1.495
O 0.406 -3.245 0.958
C 0.628 0.171 -0.224
H -0.437 -3.645 3.309
O 0.678 0.421 1.225
H -1.207 -0.782 1.264
C 2.916 3.644 -2.713
C 0.389 -4.481 3.171
H -1.098 2.515 4.382
H 2.194 -4.292 1.622
H 1.269 -4.199 3.898
H 2.874 -0.070 0.013
H -0.624 6.702 1.557
C 3.694 2.712 -1.593
C 2.185 0.579 -0.675
C 2.254 -0.173 -2.125
H -3.438 1.693 3.093
C 2.592 2.155 -0.517
C -1.258 0.730 2.972
C -2.766 1.063 2.350
H -0.933 -2.902 -4.474
C -2.641 -3.895 -3.143
H -0.721 -0.676 -3.237
C 1.011 -4.416 1.627
H -0.396 4.295 2.961
H -1.470 0.077 3.948
H -0.585 1.253 -1.970
H -2.854 -0.676 -4.662
H -1.808 -4.697 -2.855
C -0.543 1.212 -0.781
H -1.598 -2.043 -0.492
C -0.325 3.265 2.372
H 3.618 3.928 -3.610
H -1.184 3.224 1.567
H -3.343 -3.626 -2.237
H 0.760 3.223 1.879
C 1.391 -2.496 0.161
C -0.752 -2.072 -1.301
C -1.837 -2.616 -3.789
H 2.031 -1.859 0.937
H 0.085 -1.092 2.610
O 2.883 0.093 -3.271
H -0.435 2.302 -0.369
*
```

The value obtained for the frontier orbital gap is 9.955 eV. Its SMILES is CCOC[C@]1(CCC(C)C)OC(=O)[C@@H](CCCCl)[C@]1(C)OC[C@H](C)C(C)C.O.

***

Record 2
C22H43O24 | the ωB97M-V functional and the def2-TZVPD basis

The geometry in ORCA input format:
```
! RIJCOSX wB97M-V def2-TZVPD def2/J DEFGRID3
* xyz -1 1
H -9.317 -3.915 4.649
H 1.894 -0.778 6.077
H -0.110 1.895 -0.811
H 3.967 3.417 -3.527
H 9.059 0.830 -3.893
H 3.140 -5.630 -1.425
C 4.274 -8.926 2.376
H 4.614 4.769 -2.496
H 0.384 4.927 3.265
C 0.036 5.606 4.043
O 4.894 -7.125 0.295
H 3.698 -4.789 0.043
O -7.158 -3.126 2.323
H 2.772 9.031 1.589
C 1.853 8.484 -6.284
C -3.522 -4.663 -3.882
C -2.589 -2.309 8.408
H -2.405 5.575 -7.270
H 1.692 -2.555 5.851
H -3.033 -3.039 7.730
H 4.315 3.176 -1.858
O 0.723 6.853 4.086
O 1.830 8.528 3.404
H -9.161 -2.720 3.618
H -9.202 -2.236 5.280
C 0.904 7.681 2.999
O 2.669 -6.538 0.297
C 2.456 9.492 2.524
C -8.770 -2.973 4.604
H -2.578 -2.434 -5.125
H -5.233 -7.307 -3.551
O -0.260 5.961 -7.486
O 3.331 -8.069 1.695
O -0.260 -3.283 7.324
O -2.585 0.986 -0.435
H 3.255 10.119 2.920
H -3.536 -4.156 3.129
H -4.360 -3.449 1.899
O 5.967 3.427 -3.088
O -4.168 -3.738 -3.395
C -1.540 1.591 -0.702
H -2.046 -2.900 9.145
H 0.063 5.225 5.064
H -4.733 -5.144 2.328
O -2.357 -4.541 -4.601
H -0.998 5.792 3.754
H -3.382 -1.612 8.679
C 0.058 6.984 -6.697
C 1.242 -1.572 5.713
C -6.684 -3.411 3.469
O 0.494 7.462 1.876
O 1.250 7.468 -7.115
C -1.824 -3.205 -4.965
C 6.246 2.448 -3.990
C -4.546 -4.143 2.718
O -0.368 1.111 -0.322
C 2.889 -5.374 -0.395
O 7.577 2.203 -3.781
O -7.359 -3.271 4.615
C 3.722 -7.236 0.655
O -0.014 -1.287 6.257
H 7.474 0.113 -4.303
C -0.633 -2.175 7.057
C 8.107 0.995 -4.398
O -1.686 -1.578 7.536
H -4.723 -6.588 -2.038
H 3.682 -9.495 3.092
H 2.129 8.067 -5.315
H 1.714 10.187 2.129
H 1.082 9.244 -6.162
H 1.994 -4.759 -0.308
O -0.566 7.453 -5.733
H -1.346 4.298 -7.787
H 2.797 8.921 -6.610
H -1.194 -3.254 -5.853
O -3.730 -5.966 -3.839
H -1.178 -2.886 -4.147
O -1.515 2.690 -1.209
H 8.171 1.104 -5.480
C -1.393 5.186 -7.157
H 4.568 -9.651 1.618
H -1.321 4.739 -6.166
O 5.474 1.884 -4.777
C 4.665 3.708 -2.743
H -5.750 -5.759 -3.238
O -5.483 -3.755 3.801
H 5.125 -8.482 2.892
H 1.235 -1.441 4.630
C -4.868 -6.385 -3.099
*
```

The value obtained for the frontier orbital gap is 5.661 eV. Its relative energy (zero: lowest compared OMol25 entry of this formula, charge and spin) is 4.152 eV.

***

Record 3
C22H44Br14O2 | the ωB97M-V functional and the def2-TZVPD basis

The geometry in ORCA input format:
```
! RIJCOSX wB97M-V def2-TZVPD def2/J DEFGRID3
* xyz 0 1
O -2.793 -1.937 -3.466
C -3.135 -0.695 -4.060
O 4.262 6.559 -0.471
H 0.728 0.564 -4.414
C 2.591 0.157 -5.238
H -2.319 7.821 0.258
H -0.657 0.741 3.404
C -0.593 6.468 -0.143
H -1.139 -1.969 7.956
H 3.219 4.695 -2.383
Br 2.553 -1.427 -4.065
H -5.538 -2.112 1.241
Br -6.966 -4.694 0.081
C 0.496 -7.037 2.183
H 4.072 5.503 1.374
Br 1.106 2.374 -6.152
H -4.142 -1.007 -5.874
H -2.651 -0.126 -6.127
Br 3.769 -0.518 3.736
H -0.116 -7.933 2.293
H 2.007 1.720 -3.963
C -2.977 -2.983 -4.389
H -0.060 5.566 0.158
H 4.891 4.222 -2.534
H -2.819 -2.850 -6.557
C 4.505 6.216 -1.826
H 5.542 6.409 -2.103
H -2.066 0.866 2.231
H 0.040 7.351 -0.057
C -0.625 -0.319 1.431
H -7.964 -2.640 0.929
C 1.595 1.119 -4.773
H -2.415 -3.848 -4.036
C -3.102 -0.937 -5.554
H -2.590 5.979 0.331
H 5.243 -0.854 0.119
H -1.207 -1.116 0.970
H 3.721 -0.413 0.715
C 4.234 4.183 -0.425
C -0.915 -2.907 8.465
C -6.020 -1.953 0.277
H -1.365 -5.992 2.764
H -5.283 -2.122 -0.508
C -1.272 0.248 2.650
H 1.177 -7.060 1.332
Br -1.604 6.712 2.493
H 5.575 0.511 2.120
H 3.614 0.530 -5.275
H -2.418 0.020 -3.656
Br -6.559 -0.026 0.354
H -4.154 -0.373 -3.842
C 0.467 -3.421 7.934
H 2.340 -0.186 -6.242
C 4.531 5.460 0.387
C -1.932 6.831 0.502
H -0.769 -2.802 9.540
Br 4.011 -2.963 1.056
H 3.234 3.843 -0.156
Br -1.292 -5.862 0.274
C -0.515 -5.877 2.092
H 5.566 5.608 0.696
Br 1.979 -2.322 8.562
H -1.421 -2.187 -5.630
H 3.923 6.844 -2.501
Br -0.344 1.106 0.103
Br -0.772 6.200 -2.084
Br -2.493 -4.132 8.052
H 0.726 -4.442 8.213
H -4.003 -3.350 -4.415
C 4.182 4.719 -1.872
Br -2.083 -1.200 3.685
Br 1.589 -6.774 3.787
H 0.350 -0.694 1.743
C -2.503 -2.316 -5.661
H 0.530 -3.358 6.847
H 4.919 3.350 -0.264
C 4.590 -1.016 0.977
H -7.910 -2.489 -0.843
C 5.134 -0.476 2.257
H 5.954 -1.124 2.568
H -0.120 -4.900 2.372
C -7.339 -2.761 0.044
*
```

The value obtained for the frontier orbital gap is 9.798 eV. Its relative energy (zero: lowest compared OMol25 entry of this formula, charge and spin) is 0.761 eV. Its SMILES is C1CCOC1.C1CCOC1.BrCCBr.BrCCBr.BrCCBr.BrCCBr.BrCCBr.BrCCBr.BrCCBr.

***

Record 4
C22H44BrIN6O8PS2 | the ωB97M-V functional and the def2-TZVPD basis

The geometry in ORCA input format:
```
! RIJCOSX wB97M-V def2-TZVPD def2/J DEFGRID3
* xyz 1 1
H 2.550 0.477 7.639
Br 1.113 2.267 -3.532
O 4.591 -0.249 -1.515
C -1.504 4.699 -1.910
H 2.505 -3.660 3.484
O -0.477 -0.941 6.452
O 0.012 -3.314 -3.244
H 3.182 -2.300 -0.740
O 3.990 0.688 -3.884
S -1.047 1.290 1.362
H 2.697 -1.840 2.970
C -1.726 -1.292 -0.802
C 0.071 1.364 -0.196
H 2.286 0.699 0.433
C 2.057 -1.582 -3.166
C 0.406 0.581 -2.577
H -1.023 4.303 1.003
H -3.119 -1.372 0.773
H -2.485 0.078 -2.411
H 4.513 2.288 -1.277
H 3.180 -1.894 -2.877
H 0.671 -3.469 -0.320
H -0.030 4.609 3.008
H -2.583 6.716 -2.531
C -2.015 3.144 -1.544
H -2.192 3.137 -0.405
H -2.732 5.570 0.212
H 1.870 2.801 0.464
H -1.000 -1.429 0.102
H -0.268 1.000 2.497
C 1.914 -2.683 3.183
C 1.227 0.243 0.234
H 4.219 1.672 -4.002
H -3.111 3.112 -2.024
C -1.857 0.216 -1.404
C 1.498 -3.196 0.491
C 0.767 2.821 0.016
C 0.855 -2.984 1.972
H 2.811 -1.373 0.845
C 0.000 3.767 1.174
O 3.517 2.095 -1.376
H 0.007 -2.147 1.933
C -1.826 -6.102 -1.399
H -3.181 -2.723 -0.240
N -0.616 1.069 -1.520
N -3.248 -5.713 -1.195
H 0.963 -0.308 1.262
H -0.917 0.784 -4.958
H -2.726 0.692 -0.731
N 1.407 -0.872 -0.759
H -1.573 -2.023 -1.695
O 1.781 -1.388 5.465
I 2.460 -4.858 -2.610
O -3.501 -4.503 -1.197
C 1.425 0.152 7.754
C 2.294 -1.856 -0.117
P 3.397 0.601 -2.206
H 0.291 -2.937 4.913
H -1.751 -7.191 -1.374
H 2.234 -1.180 -4.278
H -0.737 5.120 -1.137
H -4.196 6.676 -0.453
H 0.734 1.118 7.851
H -1.244 -5.657 -0.589
H -1.515 -5.716 -2.371
N -1.085 2.224 -2.190
C -3.580 5.695 -0.618
H -3.582 5.082 -2.868
C 0.873 -0.767 6.483
H -4.330 4.780 -0.613
C 0.992 -2.113 4.457
C 1.677 -0.340 -2.104
N -3.114 -1.671 -0.234
N 0.594 3.992 2.424
O -4.068 -6.626 -1.040
H 1.309 -0.405 8.802
S -0.384 -0.223 -4.126
H -0.958 4.587 -2.957
H 2.237 -4.130 0.561
H 0.266 -3.984 2.255
H 0.259 -1.307 3.968
H -1.662 1.949 -3.043
C -2.845 5.637 -2.115
H 0.819 3.518 -0.920
C 1.285 -2.993 -3.049
*
```

The value obtained for the frontier orbital gap is 8.246 eV.